No. 1
Here is the ion C3H4NS with charge +1 in a non-equilibrium geometry from OMol25. Energies are from wB97M-V/def2-TZVPD.

## Properties
* ΔE to the lowest compared entry with this formula, charge and spin: 64.7 kcal/mol
* highest occupied orbital energy: -14.78 eV
* net charge: +1
* orbital gap: 8.8 eV
* energy: -15489.9304 eV

Geometry (Å):
C1 0.77937 0.37851 0.78905
C2 0.77142 1.43672 1.45629
C3 -0.26447 -0.67322 -0.89455
N1 0.88235 -0.36272 -0.25015
S1 -1.52904 0.36560 -0.48090
H1 0.82691 2.20523 2.25677
H2 -2.29699 -0.47768 -1.21726
H3 -0.56396 -1.55648 -1.52802
H4 1.39440 -1.31595 -0.13124

No. 2
Here is an isolated molecule of C3H5N3S in a non-equilibrium geometry from OMol25. Energies are from wB97M-V/def2-TZVPD.

## Properties
* ΔE to the lowest compared entry with this formula, charge and spin: 25.0 kcal/mol
* highest occupied orbital energy: -7.81 eV
* net charge: 0
* orbital gap: 8.7 eV
* energy: -18496.8130 eV

Geometry (Å):
N1 -0.26158 1.85084 -0.18114
C1 0.09859 0.52476 -0.15890
C2 1.39781 -0.03468 -0.13468
N2 1.25365 -1.38302 -0.13052
N3 -0.04561 -1.80578 -0.19049
C3 -0.72786 -0.68618 -0.17733
S1 -2.49891 -0.55282 -0.19519
H1 -1.25888 2.05324 -0.09586
H2 0.40413 2.53083 0.15709
H3 2.37111 0.45435 -0.03556
H4 1.99832 -2.04753 0.06005
H5 -2.73076 -0.90403 1.08252

No. 3
Here is the ion C5H10N with charge +1 in a non-equilibrium geometry from OMol25. Energies are from wB97M-V/def2-TZVPD.

## Properties
* ΔE to the lowest compared entry with this formula, charge and spin: 55.9 kcal/mol
* highest occupied orbital energy: -15.32 eV
* net charge: +1
* orbital gap: 12.5 eV
* energy: -6827.7800 eV

Geometry (Å):
C1 -0.45862 -1.42927 -1.59273
C2 -0.29300 -0.20794 -1.19009
N1 -0.00386 0.24452 0.08763
C3 1.39898 0.80874 0.02946
C4 -0.45228 -0.49980 1.32327
C5 -1.04312 0.75109 0.91932
H1 -0.70088 -1.55219 -2.64548
H2 -0.60327 -2.32282 -0.96197
H3 -0.43289 0.76205 -1.78115
H4 1.57472 1.23656 1.02699
H5 1.88989 -0.03656 -0.41062
H6 1.31999 1.58160 -0.77554
H7 0.26055 -0.37567 2.22147
H8 -0.94648 -1.45800 1.19032
H9 -2.08270 0.72768 0.54721
H10 -0.91500 1.67156 1.56780

No. 4
Here is a structure of composition C11H15O15Zn in a non-equilibrium geometry from OMol25. Energies are from wB97M-V/def2-TZVPD.

## Properties
* ΔE to the lowest compared entry with this formula, charge and spin: 0.0 kcal/mol
* highest occupied orbital energy: -4.80 eV
* net charge: -1
* orbital gap: 7.1 eV
* energy: -90786.0223 eV

Geometry (Å):
Zn1 25.29452 -8.85856 11.12470
O1 27.49960 -10.21325 8.19440
C1 26.84115 -9.65720 9.25134
O2 26.78894 -10.17232 10.40967
O3 26.19189 -8.61409 9.08271
H1 27.75522 -11.09774 8.48954
O4 24.21897 -4.74116 11.34710
C2 24.55246 -5.88325 10.66716
O5 24.79178 -6.95299 11.29726
O6 24.58992 -5.74585 9.42312
H2 24.01054 -4.25343 10.51252
O7 21.87228 -10.50232 9.28211
C3 22.86288 -9.57408 9.44669
O8 23.60134 -9.82059 10.48784
O9 23.06217 -8.67312 8.65281
H3 22.20717 -11.18885 9.88374
C4 30.46706 -4.83140 10.27399
C5 30.07040 -6.28675 10.42488
C6 30.72539 -7.00768 11.62211
O10 29.62631 -7.66914 12.22451
C7 28.47498 -7.35113 11.62520
O11 27.41410 -7.71027 12.00028
O12 28.67507 -6.43825 10.64590
H4 31.54399 -4.68150 10.17510
H5 30.13280 -4.28432 11.15761
H6 30.03360 -4.36310 9.39093
H7 30.33749 -6.84044 9.52320
H8 31.22443 -6.34019 12.32238
H9 31.43738 -7.71669 11.20302
C8 21.21340 -11.45009 14.07891
C9 22.18223 -10.31012 14.40399
C10 23.19168 -10.57978 15.55334
O13 24.47811 -10.26223 14.99483
C11 24.32075 -10.05757 13.68557
O14 25.21843 -9.67084 12.97274
O15 23.08154 -10.31158 13.29123
H10 20.36773 -11.47027 14.77148
H11 21.66828 -12.43218 14.22067
H12 20.86837 -11.37645 13.05092
H13 21.67634 -9.37681 14.64637
H14 23.21595 -11.56443 16.01968
H15 23.00454 -9.86464 16.35654

No. 5
Here is a structure of composition C17H33ClN5O4Pd in a non-equilibrium geometry from OMol25. Energies are from wB97M-V/def2-TZVPD.

## Properties
* 2S+1: 3
* ⟨S²⟩: 2.004
* highest occupied orbital energy (alpha / beta): -10.71 / -11.02 eV
* net charge: +1
* orbital gap (alpha / beta): 9.0 / 8.5 eV
* energy: -49804.5373 eV

Geometry (Å):
Pd1 0.58801 -0.44670 -0.09920
Cl1 2.10504 -2.33729 -0.68737
C1 0.13721 -0.89487 -4.26759
C2 0.49077 0.30394 -3.42169
O1 0.41332 0.28261 -2.19795
N1 0.76745 1.43288 -4.09326
C3 0.99064 2.71657 -3.44890
H1 -0.78006 -0.69272 -4.82210
H2 -0.07446 -1.73491 -3.61034
H3 0.96217 -1.14810 -4.93149
H4 0.78431 1.41581 -5.09793
H5 1.30894 2.55731 -2.42303
H6 0.07978 3.31660 -3.49536
H7 1.76961 3.27386 -3.96822
C4 -1.43202 -1.60216 3.48681
C5 -0.00699 -1.50408 3.00800
O2 0.27805 -0.88608 1.98605
N2 0.91390 -2.14195 3.73050
C6 2.32859 -2.16177 3.37958
H8 -1.82737 -0.61076 3.70695
H9 -1.51565 -2.25189 4.35546
H10 -2.06087 -1.99559 2.68736
H11 0.68894 -2.47236 4.65319
H12 2.87301 -1.48583 4.03623
H13 2.45194 -1.92600 2.32315
H14 2.73860 -3.16940 3.45894
C7 -3.16048 -1.86262 -1.86588
C8 -2.14650 -2.31479 -0.84708
O3 -1.28130 -1.54618 -0.43130
N3 -2.21473 -3.58442 -0.42577
C9 -1.17203 -4.22137 0.37228
H15 -2.64263 -1.75841 -2.81918
H16 -3.53076 -0.88175 -1.57387
H17 -3.99944 -2.54550 -1.98368
H18 -2.96905 -4.16748 -0.74356
H19 -1.59944 -4.61130 1.29813
H20 -0.31846 -3.56892 0.51255
H21 -0.85496 -5.11835 -0.16667
C10 -1.00106 3.74125 0.25608
C11 -1.55726 2.37311 0.57376
O4 -0.91481 1.35446 0.35454
N4 -2.80644 2.33122 1.06195
C12 -3.54177 1.10711 1.29993
H22 -0.97975 4.42337 1.10435
H23 -1.56327 4.19742 -0.55816
H24 0.01908 3.56675 -0.08465
H25 -3.25164 3.16745 1.39848
H26 -3.96359 1.11293 2.30683
H27 -2.87531 0.24527 1.28689
H28 -4.33220 0.95293 0.56740
N5 2.27858 0.90279 0.16135
C13 2.28462 1.62668 1.27873
C14 3.29638 2.52254 1.59159
C15 4.29876 2.73706 0.67195
C16 4.27188 2.04459 -0.53640
C17 3.27229 1.11350 -0.71628
H29 1.43541 1.53098 1.94473
H30 3.28825 3.07198 2.52256
H31 5.08294 3.45695 0.87040
H32 5.04686 2.17624 -1.27598
H33 3.12899 0.58740 -1.65380

No. 6
Here is a structure of composition C25H33GeN2O3PdSi from OMol25. Energies are from wB97M-V/def2-TZVPD.

## Properties
* ΔE to the lowest compared entry with this formula, charge and spin: 0.0 kcal/mol
* 2S+1: 3
* ⟨S²⟩: 2.015
* highest occupied orbital energy (alpha / beta): -9.50 / -11.53 eV
* net charge: +1
* orbital gap (alpha / beta): 7.0 / 7.0 eV
* energy: -103451.1556 eV

Geometry (Å):
Pd1 0.06197 0.60232 0.23754
C1 0.41179 -0.61000 4.51243
C2 0.77504 0.22107 3.31543
O1 -0.06297 0.41736 2.42593
N1 2.02367 0.70962 3.27389
C3 2.55967 1.54066 2.20631
C4 3.15444 0.73515 1.08304
C5 4.52261 0.62424 0.90593
C6 5.00584 -0.19748 -0.10045
C7 4.10474 -0.89077 -0.88858
C8 2.75039 -0.71110 -0.66045
N2 2.28723 0.09142 0.29610
H1 -0.66861 -0.60730 4.62250
H2 0.88173 -0.25253 5.42572
H3 0.73630 -1.63577 4.33317
H4 2.64790 0.42369 4.01128
H5 3.31351 2.19564 2.64384
H6 1.75242 2.17237 1.82664
H7 5.19740 1.16817 1.55034
H8 6.07002 -0.29999 -0.25853
H9 4.43081 -1.55458 -1.67397
H10 2.00680 -1.22226 -1.26165
Ge1 -0.77788 -1.79483 0.15785
C9 -0.16538 -2.96010 -1.25867
C10 0.59427 -4.07395 -0.89874
C11 1.06824 -4.95131 -1.86202
C12 0.78797 -4.72465 -3.20021
C13 0.03880 -3.61779 -3.57194
C14 -0.42884 -2.73718 -2.61089
C15 -2.63092 -1.22876 0.21476
C16 -3.31010 -0.69708 -0.88329
C17 -4.62773 -0.28697 -0.76056
C18 -5.27970 -0.38631 0.45977
C19 -4.61319 -0.90020 1.56191
C20 -3.29724 -1.31599 1.44015
H11 -0.43737 -2.48004 1.49950
H12 0.81222 -4.27070 0.14479
H13 1.64718 -5.81555 -1.56689
H14 1.14802 -5.41178 -3.95230
H15 -0.18430 -3.44163 -4.61574
H16 -0.99786 -1.87165 -2.91981
H17 -2.80501 -0.58949 -1.83260
H18 -5.14880 0.11255 -1.62055
H19 -6.30829 -0.06600 0.55111
H20 -5.12124 -0.98180 2.51350
H21 -2.78635 -1.71531 2.30803
C21 0.20168 4.07334 1.12620
Si1 -0.93812 2.84711 0.26416
C22 -2.41022 2.35208 1.32057
C23 -1.46482 3.49841 -1.41098
H22 -0.28990 5.04852 1.08201
H23 1.16700 4.18137 0.63260
H24 0.36137 3.83759 2.17727
H25 -2.88764 3.28369 1.63599
H26 -2.13765 1.79329 2.21376
H27 -3.14122 1.77170 0.75868
H28 -2.03994 4.41208 -1.24525
H29 -2.09734 2.79280 -1.94389
H30 -0.61889 3.75690 -2.04523
C24 1.20282 1.64888 -3.58911
O2 1.14079 1.45848 -2.16045
C25 0.01753 0.87481 -1.71439
O3 -0.89147 0.55922 -2.43474
H31 2.12440 2.19507 -3.76641
H32 0.34092 2.21895 -3.93087
H33 1.22147 0.68233 -4.09353

No. 7
Here is a cluster of 5 separate species, C3H11NO4 in total in a non-equilibrium geometry from OMol25. Energies are from wB97M-V/def2-TZVPD.

## Properties
* ΔE to the lowest compared entry with this formula, charge and spin: 194.8 kcal/mol
* 2S+1: 2
* ⟨S²⟩: 1.781
* highest occupied orbital energy (alpha / beta): -13.20 / -13.21 eV
* net charge: +1
* orbital gap (alpha / beta): 6.8 / 4.4 eV
* energy: -12953.1053 eV

Geometry (Å):
O1 1.83610 1.07538 0.12744
C1 1.56030 0.48248 -0.98300
N1 -2.23805 -0.35183 -1.72231
C2 -2.34388 -0.92004 -0.56155
O2 -2.28497 0.05373 1.83423
C3 1.76097 -0.84262 -1.48210
H1 -1.94811 0.59762 -1.55163
H2 -1.58882 -0.81568 0.12634
H3 -3.26890 -1.48864 -0.35937
H4 -2.78567 0.07904 2.69900
H5 1.11017 1.03303 -1.89351
H6 1.44814 -1.03598 -2.52552
H7 1.97970 -1.75553 -0.86124
H8 -0.39189 1.91653 0.54593
H9 -1.65093 1.01384 0.94269
O3 -1.20529 1.55619 0.20547
H10 3.97334 -0.54918 2.04907
H11 2.97587 0.28996 1.30128
O4 3.06191 -0.33832 2.10880

No. 8
Here is a cluster of 2 separate species, Br5HSi2 in total in a non-equilibrium geometry from OMol25. Energies are from wB97M-V/def2-TZVPD.

## Properties
* ΔE to the lowest compared entry with this formula, charge and spin: 32.2 kcal/mol
* highest occupied orbital energy: -9.53 eV
* net charge: 0
* orbital gap: 8.3 eV
* energy: -365988.7130 eV

Geometry (Å):
Si1 0.43644 -0.36438 -0.76422
Si2 4.18498 -4.14174 -4.47627
Br1 1.45356 -0.27921 -2.74686
Br2 1.77331 -1.50660 0.63202
Br3 -1.42604 -1.60406 -1.10490
Br4 4.75144 -2.16228 -3.68572
Br5 1.94534 -4.37442 -3.86455
H1 -0.30619 0.77554 -0.22277